Molecular formula: C37H40BaO2P2
Method: DFT, ωB97M-V/def2-TZVPD

The geometry in XYZ format:
```
82
Properties=species:S:1:pos:R:3:mulliken_charge:R:1
Ba -0.366 -0.377 0.531 1.719
C 4.578 -2.491 -5.863 -0.397
C 5.214 -2.359 -4.674 -0.426
C 6.330 -1.419 -4.338 -0.396
C 6.504 -0.191 -5.256 -1.096
C 5.291 0.690 -5.303 -0.175
C 4.217 0.591 -6.116 -0.374
C 3.976 -0.414 -7.197 -0.607
C 4.797 -1.721 -7.129 -0.924
C -1.794 1.913 0.734 -2.282
H 3.826 -3.275 -5.972 0.373
H 4.967 -3.057 -3.875 0.453
H 7.294 -1.956 -4.300 0.397
H 6.155 -1.055 -3.313 0.254
H 7.303 0.418 -4.802 0.399
H 6.875 -0.499 -6.240 0.351
H 5.355 1.530 -4.609 0.415
H 3.452 1.365 -6.074 0.405
H 4.137 0.036 -8.192 0.362
H 2.908 -0.682 -7.165 0.292
H 4.418 -2.361 -7.942 0.403
H 5.851 -1.522 -7.356 0.340
H -2.607 1.341 0.323 0.518
H -1.314 2.722 0.190 0.334
H -1.544 1.741 1.766 0.701
P 1.880 -1.710 -0.893 -0.118
P 1.204 1.447 -1.506 0.578
C 2.956 -0.723 -1.905 -0.610
C 2.695 0.607 -2.143 -0.454
C 2.686 -2.420 0.562 0.889
C 4.027 -2.765 0.323 -0.161
C 4.787 -3.354 1.334 -0.640
C 4.194 -3.572 2.588 -0.511
C 2.860 -3.207 2.850 -0.534
C 2.092 -2.614 1.833 -0.937
C 0.965 -2.990 -1.785 1.282
C -0.068 -2.660 -2.698 -0.498
C -0.647 -3.701 -3.437 -0.588
C -0.218 -5.026 -3.232 -0.507
C 0.772 -5.349 -2.290 -0.681
C 1.352 -4.318 -1.552 -0.620
C 1.739 3.072 -0.803 0.605
C 2.303 3.114 0.491 -0.557
C 2.701 4.347 1.035 -0.617
C 2.526 5.526 0.290 -0.413
C 1.951 5.495 -0.987 -0.658
C 1.556 4.260 -1.526 -0.333
C 0.218 1.883 -2.996 0.399
C -1.175 2.053 -2.911 -0.629
C -1.910 2.350 -4.070 -0.583
C -1.249 2.470 -5.305 -0.527
C 0.139 2.298 -5.399 -0.445
C 0.868 2.006 -4.237 -0.068
H 3.812 -1.255 -2.324 0.001
H 3.393 1.185 -2.757 0.742
H 4.448 -2.581 -0.660 0.301
H 5.821 -3.634 1.123 0.410
H 4.787 -4.036 3.378 0.351
H 2.416 -3.392 3.839 0.424
H 1.040 -2.347 2.037 0.321
H -0.368 -1.611 -2.841 0.266
H -1.421 -3.481 -4.182 0.413
H -0.665 -5.827 -3.817 0.371
H 1.104 -6.376 -2.125 0.413
H 2.121 -4.521 -0.809 0.372
H 2.428 2.186 1.058 0.280
H 3.152 4.389 2.032 0.372
H 2.842 6.480 0.710 0.360
H 1.807 6.406 -1.571 0.390
H 1.105 4.224 -2.513 0.346
H -1.672 1.978 -1.937 0.307
H -2.995 2.495 -4.012 0.403
H -1.824 2.699 -6.203 0.357
H 0.663 2.391 -6.356 0.421
H 1.942 1.872 -4.297 0.117
C -2.268 -2.493 3.829 -1.078
C -1.511 -1.576 2.942 1.092
O -0.873 -0.535 3.233 -0.737
O -1.598 -2.054 1.727 -0.990
H -2.248 -2.158 4.867 0.308
H -1.807 -3.483 3.670 0.279
H -3.280 -2.541 3.390 0.286
```

Its calculated total energy is -2292.457530 hartree. The value obtained for the LUMO energy is -0.1 eV.

Molecular formula: C61H80N5O3P2S
Method: DFT, ωB97M-V/def2-TZVPD

The geometry in XYZ format:
```
152
Properties=species:S:1:pos:R:3:mulliken_charge:R:1
C -1.169 -3.224 3.999 -0.331
C -2.762 -3.468 4.344 -0.621
C -3.610 -2.027 4.328 0.130
C -4.205 -1.872 2.812 -0.471
N -4.858 -0.551 2.493 0.700
C -4.875 0.412 3.656 -1.001
N -5.898 0.225 4.785 -0.324
P -7.335 1.255 4.561 0.093
S -7.110 2.546 3.092 -0.249
N -3.968 1.480 3.689 0.800
C -3.913 2.482 4.861 -0.571
C -2.910 2.015 6.071 -0.207
N -3.659 1.834 7.405 -0.565
C -2.938 1.744 2.588 -1.441
C -1.382 1.392 3.068 0.598
N -0.349 1.659 1.974 0.380
C 0.980 2.092 2.552 0.255
C 1.593 1.103 3.707 -0.554
C -0.227 0.500 1.010 0.111
C -0.115 -1.090 1.395 0.414
O -0.166 0.821 -0.311 -0.718
P -6.440 -0.718 1.692 0.094
O -7.487 -1.674 2.738 -0.484
O -6.149 -1.690 0.278 -0.298
H -0.515 -3.548 4.936 0.320
H -0.992 -2.065 3.860 -0.256
H -0.816 -3.802 3.042 0.229
H -2.834 -4.025 5.376 0.357
H -3.163 -4.219 3.513 0.245
H -4.508 -2.183 5.065 0.256
H -2.838 -1.210 4.654 -0.193
H -3.356 -2.098 2.006 0.063
H -5.029 -2.716 2.640 0.417
H -5.457 0.327 5.724 0.412
H -7.459 2.059 5.776 0.157
H -8.586 0.502 4.462 0.173
H -4.967 2.727 5.307 0.396
H -3.482 3.520 4.459 0.290
H -2.227 1.091 5.803 0.222
H -2.152 2.913 6.278 0.122
H -3.824 0.820 7.592 0.279
H -4.538 2.398 7.419 0.282
H -3.221 1.287 1.550 0.343
H -2.943 2.927 2.433 0.285
H -1.293 0.318 3.528 -0.377
H -1.120 2.168 3.937 0.222
H 1.758 2.089 1.649 0.267
H 0.965 3.192 3.002 -0.247
H 1.994 0.075 3.288 -0.013
H 2.554 1.654 4.153 0.408
H 0.884 0.906 4.621 0.113
H 0.608 -1.623 0.614 0.160
H -1.195 -1.539 1.359 -0.357
H 0.410 -1.163 2.440 -0.049
H -8.222 -1.973 2.126 0.325
H -5.183 -1.619 -0.007 0.277
C 3.086 1.144 -4.453 -0.267
C 2.136 1.278 -3.441 -0.888
C 2.260 0.539 -2.264 -0.316
C 3.341 -0.326 -2.095 -0.206
C 4.294 -0.457 -3.105 -0.381
C 4.164 0.275 -4.286 -0.672
H 2.987 1.717 -5.371 0.401
H 1.297 1.957 -3.570 0.454
H 1.516 0.639 -1.479 0.525
H 3.441 -0.898 -1.176 0.352
H 5.137 -1.130 -2.973 0.459
H 4.904 0.168 -5.075 0.599
C 1.105 5.790 4.480 -0.207
C 1.643 6.942 3.907 -0.425
C 2.849 7.458 4.379 -0.600
C 3.523 6.816 5.419 -0.289
C 2.986 5.662 5.989 -0.554
C 1.775 5.151 5.523 -0.281
H 0.163 5.390 4.114 0.485
H 1.121 7.438 3.092 0.361
H 3.265 8.359 3.938 0.373
H 4.465 7.215 5.784 0.389
H 3.512 5.161 6.798 0.377
H 1.355 4.255 5.971 0.380
C -5.473 -4.630 -4.196 -0.440
C -5.522 -4.080 -2.916 -0.417
C -6.734 -3.627 -2.397 -0.135
C -7.901 -3.734 -3.155 -0.503
C -7.852 -4.288 -4.434 -0.528
C -6.638 -4.733 -4.956 -0.300
H -4.527 -4.980 -4.602 0.368
H -4.614 -4.002 -2.323 0.417
H -6.771 -3.191 -1.402 0.390
H -8.846 -3.386 -2.749 0.351
H -8.761 -4.373 -5.024 0.371
H -6.599 -5.159 -5.955 0.435
C -0.355 -3.572 -2.103 -0.463
C 0.659 -2.722 -2.542 -0.334
C 1.870 -3.252 -2.988 -0.066
C 2.062 -4.634 -3.004 -0.660
C 1.046 -5.484 -2.568 -0.347
C -0.161 -4.953 -2.113 -0.566
H -1.297 -3.159 -1.752 0.512
H 0.507 -1.646 -2.536 0.401
H 2.663 -2.589 -3.324 0.389
H 3.004 -5.047 -3.356 0.393
H 1.196 -6.561 -2.582 0.380
H -0.950 -5.616 -1.768 0.381
C 4.072 5.688 1.790 0.183
C 5.383 5.879 1.356 -0.515
C 5.767 5.453 0.084 -0.389
C 4.835 4.845 -0.757 -0.462
C 3.523 4.658 -0.325 -0.491
C 3.142 5.075 0.950 -0.494
H 3.774 6.017 2.782 0.163
H 6.108 6.359 2.009 0.382
H 6.790 5.596 -0.251 0.386
H 5.132 4.518 -1.750 0.429
H 2.796 4.185 -0.981 0.447
H 2.121 4.924 1.289 0.369
C -4.140 -5.298 -9.759 -0.520
C -4.739 -4.803 -8.601 -0.115
C -5.441 -3.599 -8.637 -0.255
C -5.553 -2.894 -9.836 -0.427
C -4.958 -3.390 -10.995 -0.387
C -4.248 -4.590 -10.956 -0.328
H -3.590 -6.235 -9.729 0.349
H -4.657 -5.356 -7.668 0.263
H -5.901 -3.210 -7.733 0.373
H -6.104 -1.958 -9.866 0.351
H -5.047 -2.842 -11.930 0.348
H -3.779 -4.974 -11.858 0.352
C 5.826 -2.903 3.398 -0.435
C 4.561 -2.486 2.984 -0.379
C 4.389 -1.931 1.716 -0.098
C 5.481 -1.802 0.857 -0.140
C 6.746 -2.222 1.270 -0.526
C 6.919 -2.769 2.541 -0.426
H 5.960 -3.332 4.387 0.356
H 3.709 -2.593 3.650 0.370
H 3.405 -1.600 1.396 0.280
H 5.347 -1.374 -0.132 0.269
H 7.596 -2.123 0.600 0.379
H 7.905 -3.091 2.865 0.360
C 7.972 2.973 -3.636 -0.496
C 9.283 3.163 -4.070 -0.415
C 9.667 2.738 -5.342 -0.393
C 8.735 2.130 -6.183 -0.453
C 7.423 1.942 -5.751 -0.414
C 7.042 2.360 -4.476 0.053
H 7.674 3.302 -2.644 0.400
H 10.008 3.644 -3.417 0.362
H 10.690 2.880 -5.677 0.355
H 9.032 1.802 -7.176 0.358
H 6.696 1.470 -6.407 0.344
H 6.021 2.209 -4.137 0.308
```

Its calculated total energy is -3952.262599 hartree. The value obtained for the LUMO energy is -4.6 eV. Its charge is +1.

Molecular formula: C33H34BF4O19
Method: DFT, ωB97M-V/def2-TZVPD

The geometry in XYZ format:
```
91
Properties=species:S:1:pos:R:3:mulliken_charge:R:1
B 12.747 2.298 5.635 0.242
F 13.301 1.849 4.400 -0.511
F 11.508 2.903 5.372 -0.581
F 12.576 1.210 6.430 -0.272
F 13.543 3.157 6.324 0.167
C 18.983 5.270 6.560 -0.531
C 19.171 4.457 5.271 -0.039
C 18.050 3.875 4.633 0.908
O 18.053 3.322 3.491 -0.686
C 16.725 3.759 5.247 -1.393
C 16.592 4.607 6.647 0.273
C 17.669 5.359 7.226 0.412
O 17.635 5.937 8.297 -0.557
O 15.524 4.512 7.448 -0.468
O 20.411 4.444 4.673 -0.552
H 19.914 5.728 6.990 0.367
H 16.014 3.261 4.944 1.425
H 14.873 3.798 7.222 0.528
H 20.312 3.780 3.892 0.353
C 15.111 -3.802 4.440 -0.328
C 14.891 -2.410 3.873 0.264
C 15.956 -1.512 3.749 0.644
O 15.972 -0.318 3.240 -0.567
C 17.361 -1.993 3.820 -0.798
C 17.570 -3.470 4.266 0.128
C 16.440 -4.400 4.567 0.664
O 16.672 -5.556 4.972 -0.619
O 18.892 -3.988 4.454 -0.498
O 13.619 -1.898 3.684 -0.342
H 14.180 -4.431 4.512 0.336
H 18.217 -1.392 3.622 0.492
H 18.758 -4.872 4.523 0.314
H 13.486 -1.044 3.979 0.245
C 8.796 1.307 0.354 -0.569
C 8.882 -0.131 0.908 0.151
C 9.588 -0.249 2.176 0.729
O 9.613 -1.414 2.682 -0.596
C 10.332 0.813 2.750 -1.197
C 10.304 2.228 2.124 0.592
C 9.378 2.371 0.946 0.159
O 9.291 3.459 0.365 -0.593
O 10.617 3.323 2.851 -0.443
O 8.233 -1.183 0.367 -0.540
H 8.243 1.283 -0.566 0.446
H 10.788 0.685 3.572 1.076
H 11.036 3.271 3.813 0.453
H 8.119 -2.004 0.837 0.352
C 8.668 -4.632 5.295 -0.972
C 9.843 -5.470 4.784 0.130
C 11.217 -5.053 5.021 1.248
O 12.085 -5.891 4.738 -0.715
C 11.414 -3.733 5.722 -1.045
C 10.133 -2.721 5.927 0.602
C 8.863 -3.386 5.935 0.256
O 7.958 -2.847 6.477 -0.512
O 10.389 -1.393 6.232 -0.275
O 9.785 -6.742 4.088 -0.520
H 7.711 -4.879 5.184 0.608
H 12.368 -3.416 5.890 0.731
H 11.319 -1.107 6.008 0.158
H 10.624 -6.943 3.908 0.343
C 14.738 4.675 1.870 -0.691
C 14.120 5.928 2.405 0.472
O 13.844 6.853 1.703 -0.603
C 13.760 5.915 3.910 0.098
H 15.848 4.660 2.187 0.085
H 14.650 4.882 0.788 0.392
H 14.301 3.821 2.361 0.073
H 13.309 4.959 4.219 -0.290
H 13.180 6.750 4.344 0.247
H 14.822 6.085 4.480 0.055
C 12.476 6.564 6.982 -0.398
C 12.998 8.022 6.847 0.880
O 14.128 8.219 6.583 -0.480
C 12.178 9.108 7.394 -1.401
H 13.432 5.949 6.893 -0.138
H 12.013 6.408 5.993 0.205
H 11.842 6.350 7.964 0.392
H 11.697 9.902 6.424 0.223
H 12.834 9.661 8.115 0.268
H 11.355 8.809 7.744 0.531
C 10.342 2.028 9.512 -0.890
C 8.886 1.746 9.766 0.905
O 8.272 2.541 10.408 -0.567
C 8.277 0.490 9.372 -1.427
H 10.490 1.748 8.320 -0.005
H 10.897 1.228 9.928 0.344
H 10.741 2.905 9.784 0.434
H 8.977 -0.486 9.566 0.200
H 8.173 0.467 8.413 0.420
H 7.389 0.326 9.683 0.591
```

Its calculated total energy is -3131.426758 hartree. The value obtained for the LUMO energy is -0.9 eV. Its charge is -1. Its relative energy (zero: lowest compared OMol25 entry of this formula, charge and spin) is 83.5 kcal/mol.

Among the records above, which one has the highest calculated total energy?
C37H40BaO2P2

What is the calculated total energy in the first record?
-2292.457530 hartree